No. 1
Entry from the OMol25 dataset: a molecular structure, C7H19IN5 at a distorted geometry (ωB97M-V with the def2-TZVPD basis set).

CARTESIAN COORDINATES (ANGSTROEM)
1 H -3.557 -2.525 1.369
2 H 1.971 1.478 -2.131
3 N 0.587 -0.967 -0.217
4 C -4.048 -0.828 0.072
5 H 3.929 2.006 1.182
6 C 2.289 3.582 0.828
7 N -2.831 -0.228 0.633
8 H -1.873 -2.913 -1.072
9 H -1.918 -0.629 -1.356
10 H 3.724 -0.528 -0.444
11 N 1.808 2.010 -1.230
12 H -4.135 -0.639 -0.929
13 C -0.480 -0.638 0.308
14 C -2.076 -2.419 -0.074
15 H -4.902 -0.724 0.653
16 H 1.403 2.954 -1.279
17 H 2.513 4.375 -0.083
18 H 2.417 4.069 1.695
19 H 1.215 3.355 0.727
20 C -3.576 -2.333 0.280
21 H -0.520 -0.415 1.337
22 H -4.067 -3.048 -0.376
23 N 2.858 1.578 -0.457
24 C -1.806 -0.798 -0.178
25 N 3.061 -1.196 -0.001
26 I -2.821 1.857 0.412
27 H 1.888 -0.918 0.143
28 H 3.585 -1.440 0.825
29 H 3.052 -2.188 -0.469
30 H -1.407 -2.973 0.498
31 C 3.114 2.362 0.550
32 H 0.601 -1.281 -1.212

Output
Gap between HOMO and LUMO   0.327 Eh
2S+1   1
E_HOMO   -11.79 eV
Charge   +1



No. 2
Entry from the OMol25 dataset: a molecular structure, C7H19KO10P at a distorted geometry (ωB97M-V with the def2-TZVPD basis set).

CARTESIAN COORDINATES (ANGSTROEM)
1 H -44.913 -9.316 -5.903
2 H -39.855 -7.339 -10.507
3 O -42.603 -6.574 -10.211
4 O -43.305 -9.683 -7.169
5 H -42.449 -1.228 -5.913
6 H -38.832 -8.626 -8.621
7 O -44.134 -7.752 -8.503
8 H -42.785 -4.228 -7.814
9 O -44.423 -6.902 -4.465
10 H -43.482 -9.986 -5.152
11 H -39.232 -5.835 -9.843
12 O -46.585 -7.211 -4.097
13 H -41.911 -0.298 -7.314
14 H -43.810 -12.062 -6.649
15 H -43.327 -2.076 -8.173
16 H -41.647 -6.652 -9.488
17 H -45.429 -11.481 -6.941
18 K -42.464 -6.667 -6.621
19 P -43.953 -6.453 -9.389
20 C -44.088 -10.011 -6.076
21 O -45.148 -6.346 -10.352
22 C -44.609 -11.450 -6.217
23 H -37.600 -7.616 -9.435
24 O -45.129 -7.509 -2.412
25 H -41.704 -2.311 -8.676
26 O -40.752 -6.754 -8.803
27 C -41.836 -1.275 -6.819
28 C -38.516 -7.600 -8.821
29 C -42.337 -2.336 -7.761
30 C -45.260 -7.237 -3.637
31 O -42.302 -3.585 -7.167
32 C -39.607 -6.842 -9.550
33 O -43.875 -5.164 -8.475
34 H -43.738 -8.889 -7.699
35 H -38.232 -7.128 -7.876
36 H -47.107 -7.659 -3.426
37 H -40.805 -1.466 -6.515
38 H -44.899 -11.914 -5.265

Output
Gap between HOMO and LUMO   0.142 Eh
2S+1   1
Energy relative to the best compared isomer or geometry (same formula, charge and spin)   0.0 kJ/mol
E_HOMO   2.35 eV
Charge   -3



No. 3
Entry from the OMol25 dataset: a molecular structure, C7H19N2OZn at a distorted geometry (ωB97M-V with the def2-TZVPD basis set).

CARTESIAN COORDINATES (ANGSTROEM)
1 H -2.127 2.099 0.354
2 N -2.396 1.704 -0.560
3 C 3.010 1.090 0.007
4 H -0.910 0.664 1.278
5 H -3.271 -2.352 -1.093
6 H 3.644 1.793 -0.577
7 C -3.027 -3.312 -0.617
8 C 0.231 -0.532 0.062
9 H -3.925 -3.899 -0.377
10 H -3.834 -0.154 0.253
11 H 1.868 0.556 -1.784
12 C 1.114 1.090 1.734
13 H 1.729 0.381 2.326
14 H 3.325 -0.435 -1.443
15 H -2.459 -3.144 0.317
16 C 1.984 1.923 0.784
17 Zn -2.450 -0.355 -0.443
18 N 0.049 0.410 1.024
19 H 3.670 0.570 0.735
20 H -2.577 -3.954 -1.488
21 C 2.445 0.058 -0.974
22 C 1.594 -1.040 -0.324
23 O -0.737 -0.956 -0.563
24 H 2.117 -1.504 0.541
25 H 1.348 2.531 0.102
26 H 0.635 1.799 2.446
27 H -1.747 2.094 -1.257
28 H 1.452 -1.831 -1.094
29 H 2.578 2.628 1.406
30 H -3.332 2.077 -0.777

Output
Gap between HOMO and LUMO (alpha / beta)   0.120 / 0.092 Eh
2S+1   1
E_HOMO (alpha / beta)   -0.38 / 0.27 eV
Charge   -1



No. 4
Entry from the OMol25 dataset: a single C7H19N3 molecule at a distorted geometry (ωB97M-V with the def2-TZVPD basis set).

CARTESIAN COORDINATES (ANGSTROEM)
1 H 1.614 -1.453 -0.765
2 C 0.602 -1.820 -0.939
3 N 0.008 -1.725 1.410
4 H 2.405 1.715 1.243
5 N 1.127 1.385 -1.207
6 H 0.635 -2.907 -0.878
7 H 0.691 3.367 0.568
8 H 1.659 2.248 -1.308
9 H 0.274 -1.528 -1.932
10 C 1.682 0.893 1.158
11 C -1.962 -2.115 -0.227
12 H -1.534 0.331 0.801
13 H 1.264 0.734 2.152
14 C 0.596 1.234 0.144
15 H -0.818 2.846 -0.184
16 H -2.180 -2.034 -1.285
17 H -2.075 1.190 -1.235
18 H -0.697 0.645 -1.946
19 H -0.517 -1.287 2.153
20 N -1.452 0.397 -1.302
21 H 2.266 0.021 0.858
22 H 0.998 -1.712 1.600
23 C -0.889 0.070 -0.040
24 H -2.770 -1.721 0.383
25 H -1.755 -3.141 0.062
26 C -0.051 2.558 0.534
27 H -0.503 2.496 1.524
28 H 1.739 0.616 -1.452
29 C -0.359 -1.302 0.109

Output
Gap between HOMO and LUMO   0.313 Eh
2S+1   1
Energy relative to the best compared isomer or geometry (same formula, charge and spin)   155.4 kJ/mol
E_HOMO   -7.69 eV
Charge   0



No. 5
Entry from the OMol25 dataset: 2 unconnected molecules or ions with the total composition C7H19N4O at a distorted geometry (ωB97M-V with the def2-TZVPD basis set).

CARTESIAN COORDINATES (ANGSTROEM)
1 H 3.259 -1.982 1.040
2 C 0.490 -1.557 -0.729
3 C 1.104 -0.992 1.542
4 H -0.373 -3.309 -1.550
5 H 3.556 -1.009 -0.367
6 O 0.965 -2.019 2.151
7 N -2.422 2.666 0.235
8 H -0.570 -3.309 0.294
9 H -2.366 3.562 -0.216
10 H -0.098 -0.696 -1.051
11 H 0.917 2.459 -1.623
12 N -2.097 0.415 0.420
13 H -0.286 3.065 -2.611
14 H 2.905 -2.654 -0.397
15 C -0.510 -2.770 -0.639
16 H -2.944 2.640 1.084
17 H -3.073 0.141 0.330
18 C -1.841 1.582 -0.250
19 N 1.528 -1.017 0.147
20 H -1.563 -0.417 0.182
21 C -0.122 2.784 -1.569
22 H 1.215 1.214 1.767
23 N -0.997 1.656 -1.255
24 H -0.364 3.650 -0.968
25 H 1.087 -1.804 -1.610
26 H -0.135 0.446 2.580
27 H 1.354 0.184 3.247
28 C 2.828 -1.685 0.078
29 H -0.833 0.797 -1.755
30 H -1.515 -2.344 -0.769
31 C 0.899 0.306 2.261

Output
Gap between HOMO and LUMO   0.328 Eh
2S+1   1
Energy relative to the best compared isomer or geometry (same formula, charge and spin)   166.3 kJ/mol
E_HOMO   -11.98 eV
Charge   +1



No. 6
Entry from the OMol25 dataset: 2 unconnected molecules or ions with the total composition C7H19NO (ωB97M-V with the def2-TZVPD basis set).

CARTESIAN COORDINATES (ANGSTROEM)
1 H -3.456 -0.437 -1.204
2 H -0.829 1.578 0.385
3 H -2.272 0.855 -3.141
4 C -2.583 -0.238 -0.588
5 C -1.336 -0.138 -1.468
6 H 1.441 0.065 -2.059
7 C 2.170 -0.568 2.681
8 C -1.456 1.039 -2.446
9 C 1.037 -0.616 -1.293
10 H -2.757 0.684 -0.040
11 H 0.475 -1.790 3.170
12 H 0.478 1.933 -0.765
13 H -2.464 -1.048 0.127
14 H -1.662 1.967 -1.919
15 H -1.274 -1.063 -2.054
16 H -0.541 1.156 -3.022
17 O 2.577 0.514 1.871
18 H 0.803 -1.569 -1.766
19 H 1.821 -0.792 -0.556
20 N -0.142 -0.105 -0.627
21 H 0.065 -0.114 2.813
22 C 0.695 -0.944 2.522
23 H 2.681 0.209 0.963
24 H 2.798 -1.446 2.483
25 H 0.461 -1.214 1.497
26 H 0.823 1.123 0.766
27 H 2.351 -0.242 3.707
28 C 0.098 1.201 -0.038

Output
Gap between HOMO and LUMO   0.342 Eh
2S+1   1
Energy relative to the best compared isomer or geometry (same formula, charge and spin)   97.4 kJ/mol
E_HOMO   -8.41 eV
Charge   0



No. 7
Entry from the OMol25 dataset: a molecular structure, C7H19NO2 at a distorted geometry (ωB97M-V with the def2-TZVPD basis set).

CARTESIAN COORDINATES (ANGSTROEM)
1 H 0.782 -0.281 -1.873
2 H -2.530 -1.005 -0.628
3 C -0.466 -2.661 -0.048
4 H -1.695 -1.375 -2.139
5 N -0.078 -0.271 0.681
6 C 0.951 2.915 0.261
7 H 1.852 -1.045 0.833
8 H -1.683 -0.825 1.981
9 H 0.875 3.738 -0.453
10 H -1.207 -2.775 0.743
11 H -0.251 1.480 -0.813
12 H 1.930 2.975 0.739
13 H 1.409 0.124 2.091
14 H 1.955 1.869 -2.498
15 O 1.062 1.575 -2.284
16 C -0.351 -1.200 -0.499
17 C -1.225 0.057 1.516
18 C 0.755 1.616 -0.468
19 H -0.766 -3.270 -0.897
20 C -1.643 -0.793 -1.221
21 H 1.592 0.947 -0.384
22 H -1.643 0.259 -1.501
23 H 0.175 3.070 1.011
24 H 0.789 -1.534 2.175
25 H -0.893 0.720 2.314
26 C 1.052 -0.717 1.493
27 H -1.983 0.576 0.937
28 O 0.744 -1.139 -1.368
29 H 0.494 -3.032 0.300

Output
Gap between HOMO and LUMO   0.332 Eh
2S+1   1
Energy relative to the best compared isomer or geometry (same formula, charge and spin)   231.3 kJ/mol
E_HOMO   -8.25 eV
Charge   0



No. 8
Entry from the OMol25 dataset: 4 unconnected molecules or ions with the total composition C7H19NO3 at a distorted geometry (ωB97M-V with the def2-TZVPD basis set).

CARTESIAN COORDINATES (ANGSTROEM)
1 H -1.679 3.324 -1.115
2 H 2.144 1.777 0.741
3 H 0.173 -1.902 3.315
4 H -0.741 -1.380 0.611
5 C 0.192 -1.159 1.222
6 H -1.366 -0.884 2.737
7 H -1.382 0.949 -2.790
8 H 3.301 -1.799 0.724
9 H 2.506 1.183 2.995
10 O -2.517 3.267 -1.699
11 H 0.361 -1.126 -1.999
12 H -2.211 2.961 -2.456
13 O 3.328 -1.946 -0.268
14 H -3.511 -0.882 0.201
15 N 2.476 0.425 2.370
16 H -0.957 -0.388 -3.808
17 H 2.238 -0.430 2.857
18 C 0.329 0.610 -0.703
19 C -0.317 -1.053 2.704
20 C 0.776 0.090 0.585
21 O -4.304 -0.841 -0.501
22 H -0.071 0.015 2.999
23 C -0.451 0.491 -3.135
24 H 0.680 -2.105 1.050
25 H 0.282 1.695 -0.758
26 H 0.247 1.198 -3.723
27 C 1.665 0.823 1.321
28 C 0.127 -0.084 -1.805
29 H -4.073 -1.552 -1.105
30 H 2.755 -1.280 -0.569

Output
Gap between HOMO and LUMO   0.319 Eh
2S+1   1
Energy relative to the best compared isomer or geometry (same formula, charge and spin)   235.0 kJ/mol
E_HOMO   -8.24 eV
Charge   0



No. 9
Entry from the OMol25 dataset: a molecular structure, C7H19O7P3 at a distorted geometry (ωB97M-V with the def2-TZVPD basis set).

CARTESIAN COORDINATES (ANGSTROEM)
1 H -0.013 4.240 -1.715
2 H 2.894 -2.503 0.159
3 P -3.613 -0.621 -0.786
4 H 3.803 -0.581 1.517
5 H -5.637 -0.409 0.743
6 C -1.540 3.947 -0.136
7 H 0.392 2.904 -0.542
8 C 2.792 -0.070 1.701
9 P -1.360 0.924 -1.539
10 C 2.522 0.865 0.427
11 O -1.768 3.421 0.958
12 H 1.630 -1.516 -2.539
13 H 0.167 -2.815 3.688
14 H 3.472 1.172 -0.130
15 C -0.453 3.349 -1.150
16 H 0.783 -2.268 -1.120
17 P 1.257 0.223 -0.810
18 O -0.364 0.436 -0.270
19 C 1.611 -1.532 -1.393
20 O -1.012 2.462 -2.149
21 H 3.214 -3.099 -1.519
22 H 3.844 -1.382 -1.012
23 O -2.942 0.963 -0.953
24 O 0.897 -3.007 3.088
25 H 2.046 -0.919 1.822
26 H -4.071 0.181 1.619
27 H -2.064 4.920 -0.451
28 H 2.094 1.848 0.841
29 O -2.391 -1.802 -0.530
30 H -4.387 -1.599 1.348
31 O -1.245 -0.068 -2.709
32 C 3.012 -2.143 -0.924
33 H 2.930 0.518 2.673
34 H -2.462 -2.382 -1.321
35 C -4.511 -0.560 0.884
36 H 0.474 -3.096 2.226

Output
Gap between HOMO and LUMO   0.295 Eh
2S+1   1
E_HOMO   -7.77 eV
Charge   0



No. 10
Entry from the OMol25 dataset: a molecular structure, C7H20B2Br6Na3O3 at a distorted geometry (ωB97M-V with the def2-TZVPD basis set).

CARTESIAN COORDINATES (ANGSTROEM)
1 B -3.063 2.185 -1.953
2 H 4.760 -1.879 1.189
3 C -0.956 5.544 0.431
4 Br 2.576 -1.257 3.096
5 C 3.830 -2.207 0.724
6 H -0.826 -2.027 -2.126
7 C -1.234 -0.603 2.222
8 H -0.547 -1.033 1.493
9 H 4.007 -2.152 -0.350
10 H -0.031 2.058 -0.505
11 O -2.061 5.393 -0.092
12 Br -1.416 -3.192 3.241
13 H -1.844 -0.891 4.331
14 O -0.355 4.603 0.970
15 H 0.874 -1.706 -1.723
16 H -4.014 2.559 -1.609
17 H 0.995 1.667 -1.872
18 Br 3.683 -4.070 1.366
19 Br -0.813 -5.217 -2.408
20 H -0.200 -1.043 4.020
21 O -0.449 6.644 0.592
22 H -2.691 1.418 -1.292
23 H -1.138 0.483 2.251
24 H 1.356 -4.181 -1.703
25 H 1.489 1.165 -0.270
26 Br 0.647 -2.252 -4.113
27 C 0.187 -2.428 -2.164
28 C -1.165 -1.303 3.584
29 H -3.045 1.884 -2.989
30 H 2.776 -0.314 0.859
31 Na -2.206 2.944 0.458
32 C 2.629 -1.360 1.131
33 C 0.317 -3.863 -1.613
34 H 0.038 0.422 -0.971
35 Br -3.133 -0.842 1.576
36 H 0.137 -3.856 -0.538
37 H -2.348 2.989 -1.865
38 B 0.638 1.318 -0.916
39 Na -0.654 2.419 -2.872
40 Na 1.549 3.617 -0.221
41 H 1.701 -1.636 0.632

Output
Gap between HOMO and LUMO   0.132 Eh
2S+1   1
Energy relative to the best compared isomer or geometry (same formula, charge and spin)   281.0 kJ/mol
E_HOMO   -2.42 eV
Charge   -1



No. 11
Entry from the OMol25 dataset: a molecular structure, C7H20ClO9S3 at a distorted geometry (ωB97M-V with the def2-TZVPD basis set).

CARTESIAN COORDINATES (ANGSTROEM)
1 H -6.665 -18.400 37.180
2 Cl -8.261 -16.308 40.670
3 S -5.836 -18.138 41.143
4 H -10.037 -19.869 40.130
5 O -8.309 -15.168 39.852
6 H -5.593 -15.968 42.125
7 S -8.586 -19.718 37.944
8 H -8.663 -18.776 40.189
9 H -3.182 -19.705 38.357
10 H -7.922 -17.348 37.638
11 H -10.039 -18.316 39.173
12 H -6.132 -14.787 40.547
13 C -4.453 -17.994 38.285
14 C -6.347 -15.658 39.927
15 O -7.671 -16.072 41.926
16 O -4.783 -14.131 38.129
17 H -4.072 -16.930 42.245
18 O -6.341 -15.887 37.129
19 O -7.721 -17.399 39.961
20 H -5.506 -17.213 43.325
21 O -4.964 -19.366 41.311
22 H -7.941 -19.292 41.340
23 H -7.428 -15.629 39.786
24 S -5.505 -15.416 38.234
25 O -9.600 -16.723 40.754
26 H -5.157 -18.341 39.042
27 C -7.344 -18.702 42.035
28 O -9.618 -19.510 36.837
29 H -4.713 -18.119 37.234
30 O -4.272 -16.577 38.366
31 H -3.215 -18.697 39.752
32 H -6.920 -19.228 42.891
33 H -2.420 -18.148 38.169
34 H -7.037 -18.072 38.877
35 C -5.159 -16.947 42.327
36 H -6.013 -16.531 40.487
37 C -7.473 -18.304 37.905
38 C -3.245 -18.661 38.663
39 H -7.807 -17.835 42.506
40 C -9.455 -19.158 39.544

Output
Gap between HOMO and LUMO   0.299 Eh
2S+1   1
E_HOMO   -5.42 eV
Charge   -1



No. 12
Entry from the OMol25 dataset: a molecular structure, C7H20F6MgNO9S2 at a distorted geometry (ωB97M-V with the def2-TZVPD basis set).

CARTESIAN COORDINATES (ANGSTROEM)
1 N 1.473 0.112 -0.360
2 H 1.639 -2.195 2.326
3 F 3.437 -0.521 2.297
4 H 0.076 -2.937 2.546
5 O -1.158 -1.544 -0.664
6 O -0.321 2.120 1.219
7 F 1.520 -2.851 -2.412
8 Mg -0.403 0.218 0.156
9 O 2.697 0.517 -2.769
10 F 2.700 -2.381 -0.647
11 H -2.449 2.655 -2.329
12 C 0.652 -2.282 1.890
13 O -2.427 0.245 0.979
14 H -0.329 -0.809 2.714
15 O 0.472 -0.356 -2.699
16 C -1.798 -1.911 -1.887
17 H -1.206 -2.634 -2.460
18 O -0.056 -1.011 1.813
19 C -3.540 -0.655 1.027
20 H -2.741 2.235 -0.634
21 H -2.778 -2.365 -1.754
22 H -4.424 -0.217 1.488
23 H -1.145 -2.318 -0.089
24 F 3.544 -2.144 -2.604
25 H -1.792 -1.058 -2.559
26 H -3.039 1.076 -1.961
27 H -3.791 -0.878 -0.006
28 C 2.441 -2.056 -1.901
29 C 3.054 0.678 1.921
30 O 2.827 2.212 -0.255
31 O -1.032 1.401 -1.392
32 H -3.314 -1.582 1.555
33 H -0.248 4.158 1.440
34 C 0.414 3.362 1.100
35 C -2.372 1.860 -1.585
36 F 1.887 1.004 2.531
37 S 1.761 -0.274 -2.047
38 H -2.424 0.754 1.798
39 F 3.953 1.576 2.278
40 O 4.044 0.145 -0.453
41 S 2.864 0.804 0.034
42 H -0.793 2.126 2.056
43 H 0.702 -2.684 0.885
44 H 1.379 3.399 1.598
45 H 0.597 3.501 0.038
46 H -0.551 1.507 -2.225

Output
Gap between HOMO and LUMO   0.353 Eh
2S+1   1
Energy relative to the best compared isomer or geometry (same formula, charge and spin)   13.5 kJ/mol
E_HOMO   -13.16 eV
Charge   +1



Number 1: E -23108.2650 eV. Number 2: E -53657.9920 eV. Number 3: E -61009.6388 eV. Number 4: E -12036.1893 eV. Number 5: E -15567.8214 eV. Number 6: E -11104.0991 eV. Number 7: E -13149.5940 eV. Number 8: E -15196.2999 eV. Number 9: E -49766.3764 eV. Number 10: E -448582.6505 eV. Number 11: E -71017.4777 eV. Number 12: E -70915.5841 eV.